Record 1
The following is a DFT calculation (the ωB97M-V functional and the def2-TZVPD basis) of a molecular structure, C5H8N2O3.

Multiplicity = 1
LUMO energy = 0.1 eV
Energy above the lowest of the compared OMol25 structures with the same formula, charge and spin = 206.2 kJ/mol
HOMO = -8.33 eV

Geometry (Å):
C -0.9516 0.0357 1.0810
C -1.5845 -0.7004 -0.0708
C -0.5725 -0.3208 -1.1362
N 0.3313 -0.1952 1.4462
C 2.0141 -0.6278 -0.5450
C 0.9357 0.3654 -0.1106
N -1.4576 1.2170 1.4400
O 3.0332 -0.0077 -1.1390
O 1.9672 -1.8189 -0.3686
O 1.1265 1.5770 -0.1848
H 2.8798 0.9543 -1.0434
H 0.5624 -1.1864 1.4243
H -0.8278 1.8643 1.8952
H -2.2053 1.6330 0.9064
H -1.5949 -1.7725 0.1165
H -2.6010 -0.3536 -0.2557
H -0.1634 -1.1622 -1.6807
H -0.8916 0.4987 -1.7749

Atom charges from the Mulliken analysis, given in e for atoms 1 to 6:
1 C 0.5133
2 C -0.6425
3 C -0.7480
4 N -0.6915
5 C 0.2020
6 C 0.9954

=====

Record 2
The following is a DFT calculation (the ωB97M-V functional and the def2-TZVPD basis) of 2 unconnected molecules or ions with the total composition C5H8N2O3.

Multiplicity = 1
LUMO energy = -0.1 eV
SMILES = CC(=O)NC(=O)CC#N.O
Energy above the lowest of the compared OMol25 structures with the same formula, charge and spin = 61.3 kJ/mol
HOMO = -10.27 eV

Geometry (Å):
C -5.0440 -0.8809 -0.5162
C -4.0492 0.2486 -0.5974
O -4.3725 1.4129 -0.6879
N -2.7213 -0.1799 -0.5820
C -1.5949 0.6149 -0.6226
O -1.5881 1.8078 -0.8128
C -0.3131 -0.1921 -0.3894
C 0.8904 0.6449 -0.3422
N 1.8835 1.1930 -0.6255
H -4.9005 -1.5773 -1.3545
H -4.8975 -1.4489 0.4136
H -6.0580 -0.4712 -0.5436
H -2.5849 -1.1917 -0.4635
H -0.4003 -0.7503 0.5553
H -0.2028 -0.9402 -1.1895
O 2.5381 0.6389 2.1508
H 2.2145 -0.2656 2.0869
H 2.9110 0.9183 1.2295

Atom charges from the Mulliken analysis, given in e for atoms 1 to 6:
1 C -1.1804
2 C 0.6667
3 O -0.5269
4 N -0.0933
5 C 0.4589
6 O -0.5256